Molecular formula: C16H41NO16P4
Method: DFT, ωB97M-V with the def2-TZVPD basis set

**E_HOMO**: -8.00 eV
**Structure (SMILES)**: COP(=O)(OC)OC.COP(=O)(OC)OC.COP(=O)(OC)OC.COP(=O)(OC)OC.c1cc[nH]c1
**Lowest unoccupied orbital energy**: 0.701 eV
**Electronic energy**: -3258.554347 a.u.

Cartesian coordinates (Å):
C: 7.80 2.75 1.95
O: 6.99 1.55 1.98
P: 5.56 1.59 2.64
O: 4.60 2.66 2.28
O: 5.09 0.03 2.46
C: 4.68 -0.18 1.12
O: 5.91 1.63 4.13
C: 4.87 1.29 5.08
H: 7.46 3.56 2.52
H: 7.73 3.10 0.94
H: 8.77 2.41 2.26
H: 3.92 -1.01 1.06
H: 5.55 -0.40 0.52
H: 4.07 0.57 0.60
H: 4.86 0.26 5.39
H: 3.85 1.49 4.64
H: 5.08 1.93 5.95
C: -2.60 -5.92 2.26
O: -1.73 -5.74 1.03
P: -1.82 -4.28 0.44
O: -0.92 -3.37 1.06
O: -1.64 -4.55 -1.14
C: -0.52 -4.31 -1.91
O: -3.35 -3.85 0.62
C: -3.90 -2.76 -0.06
H: -3.55 -5.85 1.78
H: -2.39 -5.13 3.00
H: -2.37 -6.97 2.53
H: -0.51 -4.89 -2.83
H: 0.35 -4.47 -1.23
H: -0.55 -3.23 -2.22
H: -3.65 -2.77 -1.16
H: -3.37 -1.81 0.37
H: -4.99 -2.65 0.12
C: -1.08 1.67 -2.13
O: 0.14 1.27 -2.80
P: 0.08 0.95 -4.37
O: -0.75 1.83 -5.18
O: 1.55 0.82 -4.74
C: 2.65 0.14 -4.10
O: -0.44 -0.56 -4.39
C: -1.79 -0.90 -4.66
H: -1.87 1.99 -2.83
H: -0.93 2.57 -1.49
H: -1.43 0.90 -1.55
H: 3.48 0.02 -4.85
H: 2.35 -0.85 -3.85
H: 2.83 0.70 -3.23
H: -1.82 -1.85 -5.12
H: -2.20 -0.33 -5.48
H: -2.46 -0.88 -3.80
C: -4.13 3.59 -1.60
O: -3.97 2.21 -1.31
P: -3.84 1.79 0.23
O: -4.04 0.35 0.43
O: -2.44 2.34 0.66
C: -1.87 1.85 1.91
O: -4.97 2.72 0.88
C: -6.36 2.62 0.70
H: -3.80 3.70 -2.60
H: -3.41 4.17 -0.99
H: -5.16 3.90 -1.58
H: -0.81 2.02 1.87
H: -2.07 0.79 1.96
H: -2.41 2.35 2.75
H: -6.87 2.61 1.67
H: -6.66 1.74 0.08
H: -6.64 3.58 0.23
C: 1.57 0.89 1.73
C: 1.44 0.84 0.32
C: 0.92 -0.41 0.02
N: 0.86 -1.12 1.16
C: 1.20 -0.31 2.25
H: 1.92 1.65 2.35
H: 1.80 1.49 -0.46
H: 0.48 -0.82 -0.87
H: 0.41 -1.98 1.35
H: 1.24 -0.74 3.26

***

Molecular formula: C16H42F3KN6O4P2
Method: DFT, ωB97M-V with the def2-TZVPD basis set

**E_HOMO**: -6.72 eV
**Lowest unoccupied orbital energy**: 0.335 eV
**Relative energy (zero: lowest compared OMol25 entry of this formula, charge and spin)**: 21.459 eV
**Electronic energy**: -2845.927183 a.u.

Cartesian coordinates (Å):
K: -12.53 -14.33 -11.22
C: -10.10 -15.20 -12.83
O: -10.75 -14.23 -13.66
O: -11.01 -15.27 -11.79
C: -9.67 -16.47 -13.60
F: -10.70 -16.85 -14.33
F: -8.64 -16.32 -14.49
F: -9.39 -17.47 -12.75
C: -10.06 -13.48 -14.65
C: -9.75 -12.07 -14.12
H: -10.49 -11.59 -13.48
H: -8.84 -12.23 -13.53
H: -9.41 -11.41 -14.91
H: -10.77 -13.26 -15.44
H: -9.32 -14.09 -15.18
H: -9.14 -14.79 -12.50
O: -13.68 -13.17 -11.50
P: -14.40 -12.31 -12.43
N: -13.76 -12.35 -14.01
C: -12.32 -12.73 -14.16
C: -14.19 -11.44 -15.01
N: -14.33 -10.64 -12.06
C: -15.19 -9.63 -12.64
C: -12.99 -10.04 -11.77
N: -16.06 -12.73 -12.52
C: -16.61 -13.56 -13.61
C: -17.01 -12.31 -11.54
H: -12.15 -13.58 -13.50
H: -11.59 -12.05 -13.72
H: -12.03 -13.00 -15.18
H: -15.26 -11.25 -14.95
H: -14.09 -11.96 -15.97
H: -13.55 -10.57 -15.13
H: -16.16 -10.09 -12.81
H: -15.30 -8.80 -11.95
H: -14.80 -9.21 -13.57
H: -13.02 -9.22 -11.05
H: -12.40 -10.76 -11.22
H: -12.52 -9.63 -12.67
H: -17.70 -13.45 -13.60
H: -16.13 -13.34 -14.56
H: -16.30 -14.59 -13.46
H: -16.63 -11.39 -11.10
H: -17.18 -13.07 -10.78
H: -17.93 -12.03 -12.05
O: -13.53 -15.92 -10.93
P: -12.98 -17.17 -10.43
N: -13.35 -18.42 -11.49
C: -13.28 -19.82 -11.13
C: -13.49 -18.19 -12.95
N: -13.62 -17.69 -8.94
C: -12.84 -18.57 -8.02
C: -14.75 -16.91 -8.31
N: -11.24 -17.18 -10.36
C: -10.46 -17.52 -11.52
C: -10.63 -16.39 -9.24
H: -13.30 -20.48 -11.99
H: -14.10 -20.09 -10.46
H: -12.34 -19.97 -10.61
H: -14.45 -17.71 -13.16
H: -13.65 -19.14 -13.46
H: -12.63 -17.66 -13.36
H: -12.20 -19.29 -8.54
H: -12.21 -18.07 -7.29
H: -13.64 -19.12 -7.53
H: -15.03 -16.11 -9.00
H: -15.59 -17.57 -8.12
H: -14.38 -16.52 -7.36
H: -10.62 -18.54 -11.88
H: -10.66 -16.72 -12.23
H: -9.39 -17.44 -11.36
H: -10.22 -15.46 -9.65
H: -9.91 -16.94 -8.65
H: -11.41 -16.20 -8.51

***

Molecular formula: C16H42F3O8PtS6
Method: DFT, ωB97M-V with the def2-TZVPD basis set

**E_HOMO (spin up / spin down)**: -8.92 / -9.46 eV
**Lowest unoccupied orbital energy (spin up / spin down)**: -1.873 / -1.880 eV
**Charge**: +1
**Relative energy (zero: lowest compared OMol25 entry of this formula, charge and spin)**: 2.826 eV
**Electronic energy**: -4044.186538 a.u.
**2S+1**: 3
**<S²>**: 2.0056

Cartesian coordinates (Å):
Pt: -0.07 0.12 0.15
C: 3.17 -0.48 0.40
O: 2.70 -1.26 -0.69
O: 2.03 0.11 0.95
C: 4.14 -1.30 1.33
F: 5.40 -1.39 0.87
F: 4.21 -0.64 2.53
F: 3.62 -2.40 1.77
C: 3.49 -1.75 -1.72
C: 2.59 -2.71 -2.40
H: 3.00 -3.15 -3.31
H: 2.61 -3.63 -1.82
H: 1.56 -2.46 -2.67
H: 4.38 -2.33 -1.47
H: 3.80 -0.99 -2.44
H: 3.83 0.21 -0.12
C: -4.30 1.56 -0.71
S: -3.63 0.19 0.29
O: -2.12 0.39 -0.02
C: -3.90 0.83 1.98
H: -4.92 1.22 -1.54
H: -3.52 2.05 -1.29
H: -4.89 2.30 -0.17
H: -3.23 1.67 2.18
H: -3.67 0.00 2.65
H: -4.95 1.12 2.11
C: 1.22 3.36 2.62
S: -0.58 2.91 2.53
O: -0.64 1.64 1.70
C: -1.41 4.30 1.71
H: 1.25 4.43 2.81
H: 1.73 3.13 1.68
H: 1.72 2.72 3.34
H: -1.02 4.50 0.71
H: -1.21 5.21 2.26
H: -2.48 4.11 1.78
C: -0.94 0.54 -4.71
S: -0.82 -0.70 -3.30
O: -0.38 0.14 -2.12
C: -2.64 -0.71 -3.01
H: -1.37 1.44 -4.28
H: -1.60 0.23 -5.53
H: 0.06 0.76 -5.09
H: -3.34 -0.99 -3.80
H: -2.93 0.30 -2.73
H: -2.80 -1.34 -2.13
C: 0.61 -0.81 4.13
S: -1.01 -0.91 3.25
O: -0.59 -1.06 1.76
C: -1.47 -2.68 3.77
H: 0.56 -1.11 5.17
H: 0.91 0.24 4.05
H: 1.30 -1.43 3.56
H: -2.46 -2.93 3.41
H: -1.39 -2.84 4.85
H: -0.73 -3.32 3.29
C: -1.55 -3.98 0.28
S: 0.11 -3.48 -0.38
O: 0.07 -1.92 -0.51
C: 1.22 -3.92 0.99
H: -1.70 -3.63 1.30
H: -1.82 -5.00 0.01
H: -2.14 -3.37 -0.41
H: 1.04 -3.07 1.64
H: 2.28 -4.01 0.72
H: 0.96 -4.80 1.58
C: 0.35 4.14 -2.53
S: 1.39 3.17 -1.30
O: 0.42 2.17 -0.68
C: 2.37 2.24 -2.54
H: -0.34 4.74 -1.93
H: -0.23 3.55 -3.24
H: 0.97 4.78 -3.16
H: 3.01 2.88 -3.15
H: 1.71 1.67 -3.19
H: 2.96 1.49 -2.02

***

Molecular formula: C16H42NO14S5V
Method: DFT, ωB97M-V with the def2-TZVPD basis set

**E_HOMO (spin up / spin down)**: -3.69 / -8.35 eV
**Lowest unoccupied orbital energy (spin up / spin down)**: 0.300 / 0.274 eV
**Electronic energy**: -4677.534347 a.u.
**2S+1**: 5
**<S²>**: 6.0023

Cartesian coordinates (Å):
V: 3.51 -0.53 -0.37
N: 0.15 0.10 0.59
O: -0.56 0.98 0.06
O: -0.28 -0.66 1.46
O: 1.35 -0.03 0.26
C: 3.39 -4.79 0.74
S: 2.59 -3.41 1.71
O: 3.01 -2.16 1.01
C: 0.91 -3.80 1.09
H: 3.07 -5.81 0.93
H: 4.47 -4.70 0.91
H: 3.30 -4.41 -0.28
H: 0.77 -3.38 0.09
H: 0.22 -3.32 1.78
H: 0.66 -4.86 1.11
C: 4.77 -0.28 3.66
S: 3.78 1.13 2.96
O: 3.75 0.84 1.44
C: 2.17 0.70 3.71
H: 4.36 -1.23 3.32
H: 4.77 -0.31 4.75
H: 5.83 -0.23 3.45
H: 1.31 1.29 3.38
H: 2.31 0.59 4.78
H: 1.90 -0.25 3.24
C: -3.82 1.84 -0.38
S: -3.98 1.86 -2.23
O: -3.75 3.28 -2.70
C: -2.46 1.08 -2.78
H: -4.61 2.41 0.13
H: -2.94 2.41 -0.12
H: -3.68 0.84 0.04
H: -2.44 1.13 -3.87
H: -2.31 0.07 -2.40
H: -1.64 1.59 -2.26
C: 1.16 -2.56 -3.97
S: 1.05 -1.23 -2.76
O: 2.42 -0.87 -2.23
C: 0.65 0.14 -3.93
H: 1.99 -2.45 -4.66
H: 0.21 -2.80 -4.45
H: 1.28 -3.44 -3.35
H: -0.26 0.01 -4.52
H: 1.43 0.30 -4.68
H: 0.56 1.03 -3.31
C: 4.46 3.63 -2.85
S: 3.21 2.35 -2.15
O: 3.97 1.18 -1.53
C: 2.61 3.37 -0.72
H: 5.04 3.24 -3.69
H: 5.26 3.84 -2.15
H: 4.01 4.56 -3.20
H: 3.39 3.97 -0.25
H: 2.19 2.71 0.05
H: 1.89 4.04 -1.19
C: -2.75 -3.24 -4.62
O: -2.25 -3.31 -3.25
C: -3.12 -2.94 -2.31
O: -4.26 -2.57 -2.43
O: -2.50 -3.01 -1.17
C: -3.19 -2.53 -0.03
H: -2.06 -3.37 -5.45
H: -3.31 -2.33 -4.83
H: -3.53 -4.00 -4.66
H: -4.23 -2.24 -0.13
H: -2.56 -1.67 0.21
H: -3.16 -3.33 0.71
C: -4.76 4.23 5.87
O: -4.02 3.07 5.60
C: -3.15 3.04 4.59
O: -2.77 4.01 4.05
O: -2.78 1.78 4.37
C: -1.93 1.48 3.25
H: -5.35 4.52 5.00
H: -4.18 5.07 6.25
H: -5.51 4.05 6.65
H: -2.49 1.67 2.34
H: -1.45 0.50 3.20
H: -1.07 2.14 3.14

***

Molecular formula: C16H42O9
Method: DFT, ωB97M-V with the def2-TZVPD basis set

**E_HOMO (spin up / spin down)**: -11.98 / -11.98 eV
**Lowest unoccupied orbital energy (spin up / spin down)**: -3.146 / -9.333 eV
**Charge**: +1
**Relative energy (zero: lowest compared OMol25 entry of this formula, charge and spin)**: 0.000 eV
**Electronic energy**: -1311.527796 a.u.
**2S+1**: 2
**<S²>**: 0.7545

Cartesian coordinates (Å):
C: -12.70 -8.64 5.35
C: -13.15 -10.00 5.73
C: -11.93 -10.69 6.29
O: -11.07 -9.58 6.75
C: -11.81 -8.35 6.54
H: -13.62 -8.05 5.30
H: -12.19 -8.82 4.41
H: -13.77 -10.51 4.99
H: -13.78 -9.97 6.62
H: -11.33 -11.24 5.56
H: -12.20 -11.29 7.16
H: -11.08 -7.55 6.39
H: -12.43 -7.98 7.36
C: -17.21 -7.30 8.31
C: -16.28 -6.64 9.38
C: -14.85 -6.88 8.94
O: -15.05 -7.35 7.56
C: -16.24 -8.09 7.40
H: -17.69 -6.49 7.75
H: -18.02 -7.93 8.65
H: -16.49 -7.00 10.39
H: -16.43 -5.56 9.33
H: -14.34 -7.63 9.54
H: -14.42 -5.88 8.95
H: -16.11 -9.08 7.85
H: -16.60 -8.26 6.39
C: -12.21 -3.21 5.58
C: -13.64 -3.77 5.39
C: -13.62 -4.96 6.33
O: -12.45 -4.79 7.18
C: -11.41 -4.16 6.44
H: -12.46 -2.22 5.98
H: -11.65 -3.03 4.66
H: -13.71 -4.21 4.39
H: -14.37 -2.96 5.39
H: -13.56 -5.94 5.87
H: -14.50 -4.89 6.98
H: -10.64 -4.69 5.88
H: -10.77 -3.57 7.10
C: -14.24 -5.48 13.06
C: -12.95 -6.13 12.61
C: -12.91 -7.41 13.43
O: -14.18 -7.63 14.06
C: -14.73 -6.31 14.26
H: -14.97 -5.62 12.26
H: -14.13 -4.44 13.36
H: -12.10 -5.49 12.88
H: -12.85 -6.40 11.56
H: -12.09 -7.31 14.15
H: -12.68 -8.25 12.77
H: -14.27 -5.92 15.16
H: -15.78 -6.33 14.55
O: -11.16 -5.82 9.53
H: -11.65 -5.55 8.75
H: -11.25 -6.78 9.55
O: -9.32 -8.60 11.63
H: -10.14 -8.46 11.16
H: -9.46 -8.18 12.48
O: -8.85 -6.39 7.01
H: -8.38 -7.23 6.97
H: -9.05 -6.27 7.93
O: -9.10 -5.24 11.13
H: -8.63 -5.82 10.53
H: -9.99 -5.21 10.77
O: -11.31 -8.53 9.72
H: -12.02 -9.09 10.04
H: -11.01 -8.94 8.92

***

Molecular formula: C16H43ClLuO6Si2
Method: DFT, ωB97M-V with the def2-TZVPD basis set

**E_HOMO**: -10.82 eV
**Lowest unoccupied orbital energy**: -2.475 eV
**Charge**: +1
**Electronic energy**: -3361.039882 a.u.

Cartesian coordinates (Å):
O: -0.56 -1.02 -0.87
O: 0.72 0.67 -2.44
C: 0.15 -2.27 -1.35
C: -0.48 -3.49 -0.73
H: 1.19 -2.18 -1.00
H: 0.20 -2.28 -2.45
H: -0.40 -3.43 0.36
H: 0.09 -4.37 -1.05
H: -1.54 -3.58 -1.02
C: -1.81 -0.71 -1.61
C: -1.77 -1.02 -3.09
H: -1.98 0.36 -1.44
H: -2.59 -1.29 -1.08
H: -1.09 -0.34 -3.63
H: -2.77 -0.87 -3.52
H: -1.48 -2.06 -3.28
C: 0.27 2.17 -2.17
C: 2.10 0.44 -3.01
C: -0.66 2.45 -3.29
H: 1.20 2.72 -2.13
H: -0.22 2.16 -1.19
H: -0.16 2.45 -4.27
H: -1.09 3.44 -3.15
H: -1.48 1.72 -3.30
C: 2.02 0.83 -4.45
H: 2.28 -0.62 -2.85
H: 2.80 1.04 -2.42
H: 1.35 0.16 -5.01
H: 3.01 0.72 -4.90
H: 1.70 1.87 -4.59
H: 0.60 0.19 -1.55
Lu: -0.32 -0.23 1.64
C: 1.73 0.06 0.24
Si: 3.26 0.50 1.19
H: 1.98 -0.91 -0.21
H: 1.69 0.79 -0.58
C: 4.76 -0.49 0.62
C: 3.07 0.21 3.03
C: 3.46 2.34 0.95
C: -2.05 -1.63 1.92
Si: -3.23 -0.20 2.03
H: -2.07 -2.17 2.88
H: -2.39 -2.32 1.12
C: -4.66 -0.47 0.86
C: -2.44 1.49 1.56
C: -3.85 0.04 3.77
H: 2.84 2.71 0.13
H: 4.51 2.58 0.75
H: 3.15 2.81 1.89
H: 4.68 -1.55 0.91
H: 5.64 -0.09 1.12
H: 4.94 -0.44 -0.46
H: 2.43 -0.64 3.26
H: 2.67 1.10 3.53
H: 4.08 0.01 3.43
H: -3.14 1.86 0.80
H: -1.41 1.53 1.12
H: -2.48 2.16 2.42
H: -4.69 0.75 3.75
H: -3.07 0.41 4.45
H: -4.21 -0.92 4.14
H: -5.49 0.19 1.14
H: -4.98 -1.52 0.96
H: -4.37 -0.28 -0.18
O: 1.19 0.02 5.37
Cl: 0.08 -0.30 4.55
O: -1.07 -0.78 5.25
O: -0.28 0.90 3.66
O: 0.49 -1.34 3.46